# 1
Here is a 2-piece molecular cluster, C18H31N2O4S overall from the OMol25 dataset. Energies are from ωB97M-V with the def2-TZVPD basis set.

```
! wB97M-V def2-TZVPD RIJCOSX def2/J DEFGRID3
* xyz 1 1
O 1.6483 2.3497 -1.1785
S 1.7278 3.6202 -1.8317
O 2.8435 4.4591 -1.6016
O 1.5244 3.3763 -3.3852
C 0.1562 3.5262 -3.7680
C -0.4618 4.5150 -2.7685
C -1.8828 4.2147 -2.3796
C -2.8613 5.1956 -2.5046
C -4.1747 4.8967 -2.1212
N -4.5381 3.7260 -1.6200
C -3.5950 2.7958 -1.4834
C -2.2645 2.9839 -1.8460
O 0.3871 4.4165 -1.5854
H 0.1374 3.8932 -4.7910
H -0.3352 2.5539 -3.7096
H -0.3689 5.5446 -3.1125
H -2.6272 6.1785 -2.8974
H -4.9510 5.6482 -2.2220
H -3.9117 1.8489 -1.0571
H -1.5418 2.1921 -1.6816
C 0.0888 -3.1890 4.1811
C 1.2908 -3.3503 3.2536
C 1.8691 -2.0255 2.7594
C 1.0236 -1.0748 1.9241
N 0.4781 -1.5155 0.5823
C -0.7077 -2.4368 0.6867
C -1.8546 -1.5526 1.1495
C -1.5734 -0.1754 0.5130
C -0.1491 -0.2707 -0.0360
C 1.5411 -2.0312 -0.3663
C 2.0172 -3.4832 -0.2152
C 3.4157 -3.7087 0.3829
H -0.7036 -2.5855 3.7333
H -0.3424 -4.1570 4.4328
H 0.3822 -2.7050 5.1130
H 1.0428 -4.0147 2.4242
H 2.0867 -3.8643 3.7957
H 2.8210 -2.1920 2.2573
H 2.1234 -1.4296 3.6417
H 1.6446 -0.2103 1.6920
H 0.1674 -0.7092 2.4894
H -0.8767 -2.8221 -0.3192
H -0.4979 -3.2623 1.3558
H -1.8628 -1.4761 2.2350
H -2.8153 -1.9714 0.8599
H -1.6751 0.6279 1.2400
H -2.2654 0.0413 -0.2981
H 0.4796 0.5817 0.1854
H -0.1549 -0.4252 -1.1118
H 2.3650 -1.3187 -0.3147
H 1.0845 -1.9307 -1.3480
H 2.0278 -3.8836 -1.2290
H 1.2762 -4.0807 0.3134
H 4.0338 -2.8127 0.3174
H 3.9313 -4.4981 -0.1601
H 3.3777 -4.0226 1.4245
*
```

Calculated values
Total energy in eV: -41167.599
E_LUMO in eV: -2.26

# 2
Here is C4H4CsO2 as an isolated structure from the OMol25 dataset. Energies are from ωB97M-V with the def2-TZVPD basis set.

```
! wB97M-V def2-TZVPD RIJCOSX def2/J DEFGRID3
* xyz 2 2
C -3.6981 2.2751 -0.7622
O -3.9673 3.3092 -0.3476
H -4.3242 4.1939 -0.0596
C -0.2372 -0.9771 -0.5424
C 0.8528 -0.8882 0.1561
C 1.9645 -0.8290 0.9915
O 2.8512 -1.7014 1.0316
Cs 5.8438 -3.4230 -0.1874
H -1.1417 -1.4368 -0.1251
H -0.2555 -0.6962 -1.6022
H 2.1117 0.1735 1.4474
*
```

Calculated values
Total energy in eV: -8833.997
E_LUMO (spin up / spin down) in eV: -8.66 / -8.66
Relative energy (zero: lowest compared OMol25 entry of this formula, charge and spin) in kJ/mol: 218.5
<S²>: 0.771

# 3
Here is a 7-piece molecular cluster, C64H71Cl2N5O5 overall from the OMol25 dataset. Energies are from ωB97M-V with the def2-TZVPD basis set.

```
! wB97M-V def2-TZVPD RIJCOSX def2/J DEFGRID3
* xyz 4 1
C 11.6067 -24.8123 -21.2736
N 12.3534 -23.6341 -20.7578
C 13.6433 -23.7831 -20.4225
C 14.3836 -22.6943 -20.0095
C 13.7927 -21.4420 -19.8753
C 12.4548 -21.3142 -20.2640
C 11.7625 -22.4337 -20.6633
C 14.5789 -20.3074 -19.3266
C 14.3817 -18.9922 -19.7434
C 15.1212 -17.9627 -19.1838
N 15.9697 -18.2511 -18.1943
C 16.2009 -19.5038 -17.7634
C 15.4466 -20.5288 -18.2482
C 16.6974 -17.1239 -17.5833
H 11.8029 -25.6853 -20.6621
H 11.7956 -24.9694 -22.3341
H 10.5475 -24.5629 -21.2185
H 14.1174 -24.7412 -20.5898
H 15.4203 -22.9011 -19.7772
H 11.9468 -20.3668 -20.1801
H 10.7139 -22.3541 -20.9182
H 13.6280 -18.7935 -20.4946
H 14.8185 -16.9453 -19.4225
H 16.9292 -19.6152 -16.9736
H 15.5972 -21.5521 -17.9315
H 16.9138 -16.3908 -18.3503
H 17.5867 -17.4432 -17.0449
H 16.0417 -16.7264 -16.8064
C 13.0028 -25.3801 -13.5657
N 12.5549 -24.1698 -14.3012
C 12.3507 -24.2294 -15.6269
C 12.2336 -23.0847 -16.3853
C 12.1330 -21.8503 -15.7480
C 12.3795 -21.8263 -14.3739
C 12.6457 -22.9805 -13.6771
C 11.9726 -20.5682 -16.4922
C 10.9368 -20.4380 -17.4242
C 10.6696 -19.2277 -18.0054
N 11.3670 -18.1362 -17.6558
C 12.3503 -18.2083 -16.7540
C 12.6670 -19.4132 -16.1365
C 10.9727 -16.8406 -18.2028
H 14.0323 -25.2610 -13.2431
H 12.8166 -26.2738 -14.1523
H 12.3799 -25.4987 -12.6769
H 12.3381 -25.2277 -16.0406
H 12.0522 -23.2176 -17.4447
H 12.3525 -20.8805 -13.8493
H 12.8684 -23.0138 -12.6191
H 10.3202 -21.2693 -17.7415
H 9.9240 -19.0817 -18.7761
H 12.9232 -17.2774 -16.6425
H 13.5260 -19.4063 -15.4786
H 11.3718 -16.7528 -19.2083
H 11.3893 -16.0419 -17.5898
H 9.8939 -16.7062 -18.1262
C 17.6293 -12.6632 -15.8687
C 16.8721 -14.0110 -15.8823
C 15.5688 -13.8421 -15.1290
C 14.9100 -15.1098 -14.5531
N 13.6637 -14.8093 -13.7595
C 12.5664 -14.1967 -14.6217
C 11.8094 -13.3328 -13.6447
C 12.9431 -12.6712 -12.8820
C 13.9312 -13.7910 -12.6229
C 13.1833 -16.0671 -13.1422
H 17.3525 -12.1849 -16.8087
H 18.7138 -12.7712 -15.9166
H 17.4371 -12.0353 -15.0036
H 17.6155 -14.7093 -15.4697
H 16.7117 -14.3482 -16.9060
H 14.8774 -13.5760 -15.9378
H 15.5436 -13.0766 -14.3629
H 15.6369 -15.5842 -13.8833
H 14.6038 -15.8417 -15.3059
H 12.0167 -14.9948 -15.1147
H 13.0644 -13.5860 -15.3692
H 11.1200 -13.9242 -13.0360
H 11.1940 -12.5742 -14.1283
H 12.6488 -12.1249 -11.9842
H 13.3701 -11.8405 -13.4550
H 13.7740 -14.2913 -11.6707
H 14.9713 -13.4985 -12.6848
H 12.3023 -15.8013 -12.5588
H 13.8945 -16.4359 -12.4049
H 12.9949 -16.8034 -13.9193
C 14.0686 -14.6579 -18.5806
O 13.5817 -15.6028 -17.6879
H 13.6325 -13.6683 -18.3784
H 15.1634 -14.5520 -18.4419
H 13.8483 -14.8557 -19.6436
Cl 10.6251 -12.7371 -20.4930
C 10.2915 -11.8701 -18.9683
C 11.4168 -12.0697 -18.0090
Cl 11.3568 -11.0815 -16.4900
H 9.3545 -12.3072 -18.6299
H 10.1104 -10.8112 -19.1341
H 12.3838 -11.8459 -18.4637
H 11.6316 -13.0194 -17.5186
C 15.1183 -10.4778 -18.3157
C 15.2093 -9.2425 -18.9747
C 15.2371 -8.0556 -18.2645
C 14.9921 -8.0986 -16.8935
C 14.9945 -9.2995 -16.1905
C 15.1057 -10.4598 -16.9327
C 14.8037 -9.3529 -14.7203
O 14.7389 -10.4386 -14.1553
C 14.7374 -8.0671 -13.9839
C 14.5180 -8.0785 -12.6076
C 14.3855 -6.8681 -11.9512
C 14.5328 -5.6601 -12.6265
C 14.8136 -5.6617 -13.9860
C 14.8160 -6.8618 -14.6873
C 14.7951 -6.7940 -16.1775
O 14.6883 -5.7565 -16.7816
H 15.2678 -11.4138 -18.8380
H 15.3660 -9.2840 -20.0469
H 15.2285 -7.0881 -18.7466
H 14.9626 -11.4093 -16.4256
H 14.5199 -8.9922 -12.0319
H 14.2755 -6.8357 -10.8742
H 14.4353 -4.7303 -12.0834
H 14.8322 -4.7314 -14.5380
C 12.5892 -12.5418 -29.1422
C 13.7189 -11.7850 -28.8481
C 14.5759 -12.1436 -27.8223
C 14.1693 -13.1428 -26.9384
C 13.0092 -13.8728 -27.1946
C 12.2538 -13.6152 -28.3311
C 12.5300 -14.8947 -26.2372
O 11.4500 -15.4355 -26.3531
C 13.2731 -15.0502 -24.9436
C 12.7988 -15.9118 -23.9715
C 13.4324 -15.9722 -22.7405
C 14.6039 -15.2729 -22.4993
C 15.1864 -14.5713 -23.5451
C 14.4813 -14.3821 -24.7180
C 14.9964 -13.4217 -25.7449
O 16.1001 -12.9393 -25.6042
H 11.9800 -12.3203 -30.0072
H 13.9916 -10.9417 -29.4705
H 15.3892 -11.4994 -27.5181
H 11.3868 -14.2090 -28.5835
H 11.8605 -16.4289 -24.1277
H 12.9573 -16.5314 -21.9357
H 15.0362 -15.2707 -21.5064
H 16.1211 -14.0465 -23.3951
*
```

Calculated values
Total energy in eV: -110214.997
E_LUMO in eV: -11.59

# 4
Here is one molecule with the formula C4H7NOS from the OMol25 dataset. Energies are from ωB97M-V with the def2-TZVPD basis set.

```
! wB97M-V def2-TZVPD RIJCOSX def2/J DEFGRID3
* xyz 0 1
S -2.7710 1.8938 -1.0774
C -1.3137 1.0831 -1.3783
N -0.1909 0.7384 -0.5971
C 0.7682 -0.3207 -0.7510
C 0.6752 -1.0697 0.5754
C 0.2358 -0.0416 1.4826
O -0.4995 0.9126 0.7724
H -1.2796 0.7619 -2.4198
H 0.4814 -0.9112 -1.5543
H 1.7310 0.2036 -0.8432
H -0.1256 -1.7887 0.5941
H 1.7351 -1.5747 0.8471
H -0.4096 -0.4333 2.3207
H 0.9633 0.5467 2.0288
*
```

Calculated values
Total energy in eV: -18631.104
SMILES: S=CN1CCCO1
E_LUMO in eV: 0.61
Relative energy (zero: lowest compared OMol25 entry of this formula, charge and spin) in kJ/mol: 332.5

# 5
Here is C16H21N3O9PPdS2 as an isolated structure from the OMol25 dataset. Energies are from ωB97M-V with the def2-TZVPD basis set.

```
! wB97M-V def2-TZVPD RIJCOSX def2/J DEFGRID3
* xyz -1 3
Pd -0.3817 -0.5712 -0.1288
O -3.2387 -0.8417 -3.0018
S -2.2836 -0.1804 -2.1373
O -2.7278 -0.0760 -0.7549
O -0.9221 -0.7406 -2.2673
C -2.1297 1.4782 -2.8176
C -3.1432 1.9125 -3.6584
C -3.0883 3.1736 -4.2278
C -1.9855 3.9832 -3.9977
C -0.9571 3.5406 -3.1812
C -1.0209 2.2897 -2.5798
S 0.1542 1.9793 -1.2382
O 1.0262 0.8301 -1.4723
O 0.9367 3.2141 -1.1982
O -0.7582 1.8334 -0.1051
H -3.9608 1.2303 -3.8476
H -3.9045 3.5242 -4.8469
H -1.9302 4.9660 -4.4493
H -0.1014 4.1629 -2.9635
C 1.0504 3.2061 2.3180
P 1.7991 1.5682 2.1394
C 3.3501 1.7617 1.2176
C 2.2664 1.1254 3.8507
O 0.9660 0.4632 1.5847
H 1.5528 3.7789 3.0979
H -0.0029 3.0570 2.5528
H 1.1062 3.7109 1.3583
H 3.9720 2.5584 1.6260
H 3.0641 1.9940 0.1906
H 3.8904 0.8152 1.2346
H 2.8755 1.8949 4.3248
H 2.8091 0.1799 3.8275
H 1.3449 0.9801 4.4149
O 1.8471 -2.3179 -0.1972
C 1.5086 -2.3144 0.9866
C 2.4363 -2.7064 2.1342
C 1.4918 -2.7663 3.3247
C 0.1869 -2.1409 2.7901
O -0.7636 -1.8908 3.5014
N 0.2775 -1.9866 1.4387
H 3.1817 -1.9149 2.2353
H 2.9495 -3.6403 1.9095
H 1.8283 -2.2080 4.1971
H 1.2716 -3.7900 3.6299
N -0.6913 -3.3794 -1.3376
C -1.2769 -4.4616 -1.8724
C -2.5306 -4.5540 -1.3099
C -2.6091 -3.4528 -0.4407
N -1.4893 -2.7511 -0.4701
H 0.2240 -2.9825 -1.5078
H -0.7759 -5.0805 -2.5968
H -3.2797 -5.3046 -1.4906
H -3.4141 -3.1597 0.2114
*
```

Calculated values
Total energy in eV: -74271.976
E_LUMO (spin up / spin down) in eV: 2.68 / 1.77
Relative energy (zero: lowest compared OMol25 entry of this formula, charge and spin) in kJ/mol: 189.6
<S²>: 2.004

# 6
Here is C3H4LuO4 as an isolated structure from the OMol25 dataset. Energies are from ωB97M-V with the def2-TZVPD basis set.

```
! wB97M-V def2-TZVPD RIJCOSX def2/J DEFGRID3
* xyz 1 1
C -0.7829 -1.3065 1.4554
C -1.5383 -0.4509 0.6411
O -0.3118 0.2249 -1.3507
C 0.6388 0.9830 -1.6959
O 1.7125 0.5166 -2.2898
O 0.8568 2.1429 -1.1562
O 0.4687 -1.0715 1.7178
Lu 3.0777 1.9213 -1.2681
H -1.1403 -2.3309 1.6418
H -1.7198 0.5365 1.0833
H -2.5271 -0.8110 0.3467
H 1.2657 -0.3543 0.8745
*
```

Calculated values
Total energy in eV: -44973.497
E_LUMO (spin up / spin down) in eV: -5.98 / -6.36
Relative energy (zero: lowest compared OMol25 entry of this formula, charge and spin) in kJ/mol: 353.1